The following is a DFT calculation (wB97M-V/def2-TZVPD) of a cluster of 2 separate species, C6H8 in total.

The value obtained for the HOMO-LUMO gap is 10.57 eV. For the highest occupied orbital energy, the calculation gives -9.47 eV. The total charge is 0. The value obtained for the electronic energy is -6346.141 eV. The SMILES is C1=CC1.C=C=C.

Atoms and positions in Å:
C (2.34701, -0.44785, -0.79145)
C (-1.62770, -0.13666, 1.18332)
C (-2.53994, 0.57526, -1.05840)
C (-2.14369, 0.31201, 0.11044)
C (1.44836, 0.34532, 0.14491)
C (2.36481, -0.30004, 0.79157)
H (2.80973, -0.63619, 1.66943)
H (3.13920, 0.12155, -1.37323)
H (-1.00766, 0.51477, 1.73600)
H (-1.99675, 0.34343, -1.93175)
H (2.08613, -1.43962, -1.19067)
H (0.51497, 0.81099, 0.48373)
H (-3.49571, 0.98007, -1.31915)
H (-1.89876, -1.04304, 1.54524)

Forces on atoms 1 to 6 (eV/Å):
C 1.1 0.8 1.2
C 0.5 1.9 0.4
C -1.6 0.8 -2.1
C 0.2 -0.5 0.1
C -0.3 -0.6 1.4
C -0.3 0.4 -3.3